68
Properties=species:S:1:pos:R:3:nbo_charge:R:1 method="wB97M-V/def2-TZVPD" relative_energy_ev=0.7260 total_charge=-2 spin_multiplicity=1 homo_lumo_gap_ev=4.16 lumo_ev=3.5
Rb -0.052 0.254 -1.055 0.83
N -0.914 4.834 1.697 -0.83
C -1.056 4.026 0.580 0.26
S 0.163 4.109 -0.606 -0.45
N -2.197 3.349 0.606 -0.50
N -2.335 2.385 -0.322 -0.18
C -3.542 1.997 -0.509 -0.06
C -3.909 0.968 -1.483 0.18
C -5.255 0.589 -1.582 -0.26
C -5.637 -0.335 -2.533 -0.18
C -4.672 -0.872 -3.374 -0.29
C -3.361 -0.461 -3.192 0.06
N -2.980 0.425 -2.279 -0.44
H -0.294 5.614 1.558 0.38
H -1.778 5.025 2.183 0.37
H -4.355 2.466 0.050 0.16
H -5.980 1.028 -0.907 0.21
H -6.674 -0.636 -2.622 0.20
H -4.924 -1.590 -4.142 0.21
H -2.567 -0.874 -3.806 0.21
Se 3.954 -2.980 -1.043 -0.77
Se 4.402 -1.459 -2.752 -0.14
Se 2.365 -0.947 -3.792 -0.21
Se 2.346 -1.791 -5.971 -0.73
C 0.061 -3.755 -4.114 -0.78
C -0.395 -3.047 -2.931 0.39
N -0.673 -2.507 -1.957 -0.47
H 0.544 -3.053 -4.808 0.32
H -0.773 -4.269 -4.591 0.22
H 0.836 -4.464 -3.828 0.27
C 0.786 -3.733 0.801 -0.28
O -0.098 -3.048 1.709 -0.83
P -1.080 -1.921 1.101 1.62
O -2.338 -2.895 0.742 -0.82
C -3.426 -2.316 0.036 -0.26
O -1.682 -1.342 2.510 -0.83
C -0.985 -0.245 3.089 -0.26
H 1.431 -4.361 1.411 0.18
H 1.411 -3.042 0.232 0.23
H 0.213 -4.352 0.110 0.18
H -4.176 -3.095 -0.091 0.18
H -3.109 -1.960 -0.946 0.20
H -3.867 -1.487 0.596 0.17
H -1.715 0.464 3.478 0.18
H -0.358 0.270 2.357 0.19
H -0.346 -0.597 3.901 0.17
C 4.944 2.322 0.109 -0.61
C 3.599 1.760 -0.341 -0.72
P 2.461 1.117 0.961 0.77
C 3.558 -0.105 1.799 -0.73
C 2.840 -0.949 2.852 -0.61
C 2.466 2.533 2.159 -0.72
C 1.307 2.498 3.155 -0.61
H 5.528 2.629 -0.761 0.21
H 5.529 1.574 0.645 0.20
H 4.823 3.195 0.755 0.19
H 3.761 0.932 -1.039 0.26
H 3.031 2.525 -0.881 0.23
H 4.417 0.407 2.243 0.19
H 3.922 -0.771 1.006 0.28
H 2.477 -0.344 3.687 0.18
H 3.515 -1.708 3.254 0.20
H 1.987 -1.471 2.416 0.22
H 2.381 3.439 1.552 0.24
H 3.424 2.561 2.689 0.20
H 0.351 2.501 2.631 0.22
H 1.320 3.377 3.804 0.19
H 1.349 1.611 3.792 0.19

***

16
Properties=species:S:1:pos:R:3:nbo_charge:R:1 method="wB97M-V/def2-TZVPD" relative_energy_ev=2.4846 total_charge=0 spin_multiplicity=1 homo_lumo_gap_ev=9.92 lumo_ev=0.6
C -1.014 1.918 0.509 -0.98
P -0.521 0.723 -0.815 0.62
C -1.468 -0.587 0.029 -0.96
S 1.504 0.216 0.001 1.87
C 2.251 -1.301 -0.605 -0.83
O 1.326 0.037 1.433 -0.97
O 2.298 1.324 -0.443 -0.96
H -1.309 1.479 1.517 0.24
H -1.851 2.663 0.196 0.25
H -0.156 2.644 0.717 0.26
H -1.171 -1.589 -0.246 0.23
H -2.580 -0.446 -0.244 0.24
H -1.356 -0.408 1.150 0.25
H 1.836 -2.074 -0.004 0.24
H 2.216 -1.450 -1.674 0.25
H 3.145 -1.056 -0.220 0.24

***

14
Properties=species:S:1:pos:R:3:nbo_charge:R:1 method="wB97M-V/def2-TZVPD" relative_energy_ev=1.2074 total_charge=+2 spin_multiplicity=1 homo_lumo_gap_ev=11.71 lumo_ev=-9.4
C -2.388 0.758 0.178 0.49
C 1.172 0.248 0.024 0.69
C 2.105 1.297 0.162 -0.76
C -0.094 -1.844 -0.411 -0.47
N -3.512 0.769 0.324 -0.34
N 0.450 -0.584 -0.305 -0.27
H -1.385 0.423 0.270 0.27
H 1.559 2.070 0.708 0.31
H 2.288 1.547 -0.871 0.32
H 3.090 1.022 0.633 0.35
H -0.576 -2.086 -1.444 0.30
H -0.905 -1.788 0.281 0.23
H 0.758 -2.547 -0.062 0.31
H -4.565 1.072 0.424 0.57

***

12
Properties=species:S:1:pos:R:3:nbo_charge:R:1 method="wB97M-V/def2-TZVPD" relative_energy_ev=1.2744 total_charge=0 spin_multiplicity=1 homo_lumo_gap_ev=11.03 lumo_ev=0.9
C 1.366 0.090 0.097 -0.63
C -0.038 0.415 -0.390 0.09
C -1.009 -0.754 0.035 -0.65
O -0.559 1.675 -0.024 -0.70
H 1.403 0.049 1.216 0.20
H 1.534 -0.921 -0.380 0.21
H 2.176 0.771 -0.270 0.22
H 0.046 0.314 -1.463 0.16
H -0.879 -0.984 1.189 0.21
H -2.039 -0.419 -0.252 0.22
H -0.758 -1.628 -0.641 0.22
H -1.243 1.393 0.883 0.45

***

86
Properties=species:S:1:pos:R:3:mulliken_charge:R:1 method="wB97M-V/def2-TZVPD" total_charge=0 spin_multiplicity=1 homo_lumo_gap_ev=7.71 lumo_ev=0.3
Ag -0.155 -1.241 -0.411 0.46
C 3.226 -1.286 -2.530 -0.93
N 3.562 0.097 -2.137 0.56
C 3.514 1.108 -3.188 -1.23
P 4.052 0.525 -0.654 0.47
O 4.020 -0.522 0.388 -0.94
O 3.076 1.808 -0.313 -0.30
P 1.664 1.647 0.400 0.15
O 0.781 0.777 -0.418 -0.34
N 1.157 3.196 0.433 0.15
C 0.989 3.894 -0.880 -0.88
C 0.050 3.478 1.329 -1.09
N 1.918 1.175 1.932 0.52
C 3.164 1.646 2.618 -1.06
C 1.471 -0.145 2.361 -0.74
N 5.439 1.377 -0.868 0.31
C 6.406 1.085 -1.900 -0.99
C 5.834 2.425 0.068 -0.84
H 4.105 -1.786 -2.965 0.20
H 2.423 -1.220 -3.310 0.35
H 2.932 -1.837 -1.610 0.20
H 3.963 0.685 -4.103 0.43
H 4.072 2.014 -2.961 0.37
H 2.477 1.272 -3.451 0.30
H 1.913 3.779 -1.466 0.22
H 0.956 4.985 -0.648 0.40
H 0.075 3.630 -1.477 0.23
H 0.240 2.925 2.229 0.31
H -0.922 3.250 0.879 0.34
H -0.016 4.496 1.685 0.40
H 3.385 2.630 2.215 0.31
H 3.983 0.997 2.379 0.34
H 2.995 1.780 3.663 0.44
H 0.419 -0.283 2.119 -0.04
H 1.648 -0.255 3.435 0.38
H 1.949 -0.977 1.847 0.21
H 6.148 0.246 -2.570 0.27
H 7.379 0.831 -1.393 0.32
H 6.611 2.013 -2.461 0.34
H 5.000 2.667 0.727 0.11
H 6.117 3.352 -0.513 0.33
H 6.722 2.091 0.650 0.32
C -3.220 2.612 4.196 -1.07
Si -3.840 1.116 3.270 0.29
C -5.636 1.266 3.173 -1.04
C -3.354 -0.474 4.074 -0.97
C -2.980 1.212 1.607 0.05
Te -3.182 -0.690 0.582 -0.26
C -3.494 0.083 -1.357 -0.54
Si -4.015 -1.224 -2.560 0.09
C -5.786 -1.721 -2.332 -1.09
C -3.741 -0.594 -4.247 -1.13
C -2.930 -2.696 -2.465 -0.65
H -3.708 2.593 5.177 0.32
H -3.490 3.489 3.674 0.35
H -2.154 2.521 4.330 0.28
H -5.994 1.098 4.130 0.38
H -6.194 0.589 2.511 0.33
H -5.870 2.281 2.848 0.28
H -3.554 -0.506 5.137 0.47
H -2.266 -0.871 3.864 0.10
H -3.919 -1.295 3.615 0.34
H -1.890 1.379 1.655 -0.64
H -3.401 1.990 0.923 0.57
H -2.541 0.445 -1.743 0.19
H -4.266 0.857 -1.340 0.48
H -6.554 -0.940 -2.424 0.33
H -5.901 -2.320 -1.478 0.39
H -6.030 -2.420 -3.145 0.31
H -4.410 0.248 -4.418 0.33
H -4.100 -1.306 -4.942 0.36
H -2.723 -0.263 -4.478 0.29
H -2.883 -3.232 -1.469 0.30
H -1.890 -2.492 -2.652 -0.10
H -3.225 -3.448 -3.166 0.51
Cl -0.955 -3.179 2.326 -0.15
C -0.175 -3.998 0.998 0.59
C 0.090 -3.352 -0.214 -1.55
C 0.470 -4.224 -1.239 1.33
Cl 0.589 -3.586 -2.828 -0.16
C 0.820 -5.562 -1.044 0.10
Cl 1.367 -6.490 -2.381 -0.22
C 0.722 -6.124 0.183 0.13
Cl 1.212 -7.752 0.522 -0.19
C 0.189 -5.326 1.216 0.15
Cl 0.072 -6.020 2.785 -0.21

***

9
Properties=species:S:1:pos:R:3:nbo_charge:R:1 method="wB97M-V/def2-TZVPD" relative_energy_ev=7.0732 total_charge=0 spin_multiplicity=1 homo_lumo_gap_ev=7.70 lumo_ev=-1.1
C 0.398 0.948 -0.105 0.08
H -1.760 -1.493 -0.463 0.52
H -1.500 0.631 0.503 0.36
H 0.296 2.037 0.405 0.19
H 0.702 -1.095 0.133 0.46
N -0.905 0.433 -0.281 -0.31
N 1.589 0.469 -0.121 -0.12
O -0.570 -1.054 0.037 -0.64
O 1.750 -0.876 -0.109 -0.53

***

10
Properties=species:S:1:pos:R:3:nbo_charge:R:1 method="wB97M-V/def2-TZVPD" relative_energy_ev=5.8038 total_charge=0 spin_multiplicity=1 homo_lumo_gap_ev="8.77 / 9.21" lumo_ev="-2.2 / -1.2"
C 1.099 -0.304 0.356 -0.35
N 2.073 -0.717 -0.539 0.42
O 3.256 -0.570 -0.297 -0.36
O 1.633 -1.261 -1.552 -0.39
Si -0.657 -0.447 -0.303 0.84
H 1.424 -0.206 1.380 0.23
H 1.490 2.053 0.503 0.05
H -1.476 0.324 0.634 -0.17
H -0.724 0.088 -1.651 -0.13
H -1.000 -1.869 -0.215 -0.14

***

85
Properties=species:S:1:pos:R:3:mulliken_charge:R:1 method="wB97M-V/def2-TZVPD" total_charge=0 spin_multiplicity=6 homo_lumo_gap_ev="5.40 / 5.65" lumo_ev="-1.7 / -1.8"
Mn -1.814 -1.221 -1.715 0.39
C 4.648 -2.006 1.797 -1.97
C 3.442 -2.062 2.737 1.89
C 3.476 -3.409 3.478 -1.70
C 3.574 -0.920 3.756 -1.61
C 2.123 -1.939 1.980 -0.50
C 2.049 -1.783 0.606 -0.28
C 0.815 -1.730 -0.014 -0.21
Se 0.738 -1.422 -1.935 -0.10
C 0.850 0.524 -1.888 -0.38
C 2.088 1.114 -1.777 -0.06
C 2.193 2.498 -1.698 -0.68
C 1.010 3.222 -1.733 -0.09
C -0.264 2.665 -1.845 -0.25
C -0.365 1.257 -1.953 1.47
O -1.493 0.592 -2.108 -1.20
C -1.446 3.656 -1.822 2.18
C -2.844 3.034 -1.860 -1.91
C -1.330 4.599 -3.030 -1.71
C -1.365 4.482 -0.526 -1.71
C 3.571 3.148 -1.581 2.05
C 3.491 4.673 -1.485 -2.17
C 4.401 2.793 -2.825 -1.73
C 4.277 2.627 -0.320 -1.67
C -0.413 -1.879 0.675 1.80
O -1.529 -1.979 -0.018 -1.29
C -0.346 -1.930 2.092 -0.63
C 0.915 -1.982 2.674 0.22
C -1.557 -1.926 3.046 2.03
C -1.353 -0.813 4.087 -1.74
C -1.627 -3.282 3.765 -1.69
C -2.922 -1.664 2.396 -1.96
H 5.565 -2.118 2.378 0.45
H 4.613 -2.812 1.062 0.39
H 4.698 -1.051 1.270 0.20
H 4.427 -3.524 4.005 0.47
H 2.671 -3.481 4.211 0.30
H 3.365 -4.234 2.773 0.36
H 4.532 -0.992 4.277 0.47
H 3.524 0.049 3.255 0.31
H 2.781 -0.958 4.504 0.31
H 2.937 -1.694 -0.007 0.46
H 2.965 0.479 -1.745 0.30
H 1.072 4.299 -1.661 0.20
H -3.009 2.477 -2.781 0.36
H -2.996 2.365 -1.013 0.30
H -3.590 3.833 -1.801 0.42
H -1.370 4.032 -3.962 0.37
H -2.156 5.315 -3.025 0.44
H -0.395 5.160 -3.013 0.31
H -1.418 3.825 0.344 0.38
H -0.439 5.053 -0.463 0.33
H -2.200 5.186 -0.481 0.45
H 3.018 5.103 -2.370 0.42
H 2.938 4.989 -0.599 0.38
H 4.501 5.081 -1.414 0.45
H 3.900 3.154 -3.726 0.39
H 5.389 3.258 -2.766 0.45
H 4.535 1.715 -2.923 0.30
H 3.686 2.861 0.567 0.37
H 4.417 1.546 -0.357 0.30
H 5.260 3.094 -0.217 0.47
H 0.962 -2.055 3.755 0.30
H -0.444 -0.957 4.671 0.33
H -1.288 0.159 3.593 0.38
H -2.197 -0.794 4.780 0.47
H -0.716 -3.474 4.334 0.28
H -2.472 -3.300 4.457 0.45
H -1.754 -4.089 3.042 0.36
H -2.918 -0.729 1.835 0.31
H -3.214 -2.468 1.727 0.31
H -3.676 -1.582 3.185 0.51
Se -5.051 0.045 -1.953 0.37
N -3.818 -1.234 -2.271 -0.20
C -4.487 -2.385 -2.408 1.33
C -3.875 -3.630 -2.679 -0.47
C -4.671 -4.726 -2.829 -0.69
C -6.085 -4.634 -2.710 -0.52
C -6.709 -3.453 -2.449 -0.64
C -5.918 -2.286 -2.292 0.38
N -6.397 -1.073 -2.057 -0.77
H -2.796 -3.684 -2.764 0.39
H -4.224 -5.686 -3.050 0.40
H -6.681 -5.529 -2.829 0.38
H -7.784 -3.379 -2.359 0.45

***

28
Properties=species:S:1:pos:R:3:nbo_charge:R:1 method="wB97M-V/def2-TZVPD" relative_energy_ev=4.3370 total_charge=+1 spin_multiplicity=1 homo_lumo_gap_ev=8.45 lumo_ev=-5.7
C 3.400 1.032 -0.374 -0.64
C 3.102 0.030 0.766 -0.13
O 1.709 -0.343 0.871 -0.19
N 1.177 -0.900 -0.094 0.55
O 1.793 -1.170 -1.088 -0.26
C -0.376 -0.875 -0.201 0.42
O -0.736 -1.825 -1.052 -0.66
C -0.543 0.604 -0.775 -0.44
C -1.993 0.969 -0.975 -0.39
C -2.801 0.636 0.396 -0.42
C -2.592 -0.756 0.865 -0.43
C -1.063 -0.971 1.233 -0.41
H 2.771 1.854 -0.279 0.22
H 4.381 1.366 -0.355 0.26
H 3.255 0.547 -1.334 0.23
H 3.217 0.438 1.800 0.24
H 3.887 -0.775 0.541 0.25
H -0.109 -1.889 -1.737 0.50
H 0.070 0.601 -1.638 0.21
H -0.154 1.431 -0.145 0.23
H -2.435 0.397 -1.696 0.21
H -2.078 2.010 -1.171 0.23
H -2.588 1.412 1.154 0.22
H -3.834 1.036 0.109 0.25
H -3.176 -1.057 1.753 0.25
H -2.892 -1.587 0.108 0.24
H -0.578 -0.213 1.779 0.22
H -0.814 -2.001 1.539 0.24

***

12
Properties=species:S:1:pos:R:3:nbo_charge:R:1 method="wB97M-V/def2-TZVPD" relative_energy_ev=2.1484 total_charge=0 spin_multiplicity=1 homo_lumo_gap_ev=9.21 lumo_ev=0.5
C -1.979 -0.470 0.096 -0.66
C -0.530 -0.106 0.010 0.17
C -0.055 1.216 -0.584 0.02
N 1.241 1.061 -0.413 -0.55
C 1.643 -0.203 0.208 -0.12
N 0.402 -0.875 0.454 -0.39
H -2.588 0.434 0.175 0.23
H -2.161 -1.125 0.952 0.23
H -2.299 -0.999 -0.809 0.23
H 2.200 -0.021 1.133 0.21
H 1.924 1.763 -0.664 0.41
H 2.274 -0.789 -0.469 0.21

***

44
Properties=species:S:1:pos:R:3:nbo_charge:R:1 method="wB97M-V/def2-TZVPD" relative_energy_ev=1.6213 total_charge=0 spin_multiplicity=1 homo_lumo_gap_ev=7.98 lumo_ev=0.1
O -3.528 -2.160 0.569 -0.59
C -3.823 -0.989 0.572 0.69
C -4.993 -0.490 -0.275 -0.62
S -4.696 1.094 -1.146 0.26
C -2.972 0.994 -1.423 0.11
C -2.036 1.993 -1.518 -0.32
C -0.789 1.344 -1.543 -0.24
C -1.045 -0.007 -1.459 0.21
C -0.191 -1.136 -1.295 0.00
N 1.062 -0.966 -1.117 -0.21
N 1.848 -2.023 -0.898 -0.43
C 3.190 -1.950 -0.630 0.66
O 3.834 -2.975 -0.534 -0.59
C 3.790 -0.599 -0.472 -0.13
C 5.121 -0.439 -0.852 -0.17
C 5.754 0.781 -0.701 -0.20
C 5.075 1.856 -0.152 -0.29
C 3.761 1.673 0.239 0.45
F 3.093 2.711 0.790 -0.34
C 3.100 0.469 0.091 -0.28
O -2.389 -0.214 -1.420 -0.42
N -3.206 -0.018 1.295 -0.64
C -1.896 -0.060 1.801 0.23
C -1.214 -1.253 2.011 -0.28
C 0.099 -1.221 2.446 -0.19
C 0.737 -0.016 2.682 -0.24
C 0.053 1.173 2.482 -0.20
C -1.256 1.153 2.043 -0.26
H -5.869 -0.309 0.350 0.25
H -5.231 -1.259 -1.010 0.25
H -2.233 3.044 -1.554 0.24
H 0.180 1.793 -1.592 0.24
H -0.673 -2.118 -1.273 0.19
H 1.458 -2.970 -0.945 0.38
H 5.645 -1.287 -1.265 0.23
H 6.782 0.897 -1.006 0.22
H 5.548 2.816 -0.019 0.23
H 2.077 0.377 0.417 0.25
H -3.590 0.917 1.219 0.40
H -1.708 -2.191 1.825 0.25
H 0.628 -2.150 2.602 0.22
H 1.761 -0.001 3.024 0.22
H 0.545 2.117 2.655 0.22
H -1.786 2.081 1.874 0.21

***

47
Properties=species:S:1:pos:R:3:nbo_charge:R:1 method="wB97M-V/def2-TZVPD" relative_energy_ev=0.0000 total_charge=+1 spin_multiplicity=2 homo_lumo_gap_ev="8.41 / 7.22" lumo_ev="-3.5 / -4.9"
Ru -0.477 0.193 0.361 0.83
O 0.824 2.878 3.336 -0.61
C 0.047 2.231 2.505 0.84
O 0.520 1.506 1.632 -0.61
C -1.413 2.518 2.740 -0.19
O -2.244 1.828 1.855 -0.52
C -3.018 0.799 2.471 -0.19
C -2.177 -0.429 2.808 0.74
O -2.377 -1.071 3.804 -0.56
O -1.265 -0.726 1.906 -0.75
H 1.757 2.671 3.164 0.52
H -1.540 3.596 2.601 0.25
H -1.625 2.296 3.791 0.24
H -3.782 0.519 1.744 0.23
H -3.506 1.161 3.376 0.22
Cl -0.811 3.776 -0.428 0.05
C -1.794 2.581 -1.186 -0.07
C -1.601 1.244 -0.885 -0.15
C -2.356 0.317 -1.564 0.01
Cl -1.863 -1.297 -1.066 0.17
C -3.323 0.607 -2.500 -0.13
Cl -4.196 -0.639 -3.274 0.10
C -3.534 1.964 -2.768 -0.07
Cl -4.727 2.413 -3.906 0.11
C -2.768 2.944 -2.119 -0.08
Cl -3.030 4.597 -2.478 0.10
C 1.395 -2.309 0.869 -1.10
Ge 2.270 -2.552 -0.863 1.60
C 4.211 -2.448 -0.716 -1.09
C 1.716 -4.233 -1.669 -1.08
C 1.634 -1.129 -2.104 -1.03
Se 1.278 0.635 -1.356 0.60
C 2.893 0.906 -0.319 -0.79
H 1.829 -2.989 1.603 0.27
H 0.331 -2.545 0.818 0.25
H 1.524 -1.301 1.281 0.21
H 4.588 -3.354 -0.242 0.25
H 4.543 -1.596 -0.124 0.23
H 4.659 -2.377 -1.708 0.24
H 2.037 -5.071 -1.050 0.25
H 2.159 -4.352 -2.658 0.24
H 0.631 -4.279 -1.769 0.24
H 0.686 -1.426 -2.554 0.25
H 2.344 -0.967 -2.916 0.25
H 2.958 0.200 0.503 0.23
H 2.862 1.926 0.053 0.25
H 3.733 0.786 -0.999 0.25

***

Quick rundown of energy, same order as above: -11916.6413, -1009.6672, -265.9301, -194.2891, -5288.4509, -300.2277, -535.5531, -7535.8785, -594.4796, -265.4566, -1659.7679, -7833.1359 a.u.